1.
The following is a quantum chemistry calculation of C31H58BCoIN8O7P2 as an isolated structure, from OMol25.

The HOMO energy (alpha / beta) comes out at -0.393 / -0.392 Eh. Its total charge is +1. As for the molar mass: 913.5 g/mol. For the total energy, the calculation gives -4568.94629 Eh. The frontier orbital gap (alpha / beta) comes out at 7.95 / 5.21 eV. The spin multiplicity is 5.

Last column: Löwdin charge in e.
Cartesian coordinates (Å):
Co: -0.3875 0.6206 -0.5608  0.81
C: -5.3146 -0.2399 -0.3523  -0.05
C: -4.1333 0.5293 0.2378  -0.38
C: -4.5908 1.5777 1.2526  -0.05
C: -3.1447 -0.4087 0.8549  -0.25
C: -3.4223 -1.3266 1.8693  0.05
C: -2.2339 -1.9873 2.1106  -0.19
C: -1.9426 -3.0085 3.1717  -0.37
C: -1.4328 -2.3043 4.4335  -0.04
C: -3.1757 -3.8551 3.4772  -0.06
N: -1.3119 -1.4888 1.2646  0.06
N: -1.8608 -0.4931 0.5011  0.07
B: 0.1802 -1.8602 1.1466  -0.51
N: 0.4876 -2.2559 -0.3047  0.05
N: 0.3517 -1.3660 -1.3300  0.09
C: 0.5970 -2.0626 -2.4508  -0.24
C: 0.9056 -3.3856 -2.1360  0.04
C: 0.8176 -3.4774 -0.7622  -0.20
C: 0.9458 -4.7012 0.0973  -0.36
C: -0.4402 -5.3105 0.3360  -0.04
C: 1.8874 -5.7225 -0.5363  -0.06
C: 0.4691 -1.5929 -3.8754  -0.29
C: 1.5312 -0.5940 -4.3252  -0.06
C: -0.9877 -1.1912 -4.1480  -0.22
N: 1.0458 -0.6675 1.6063  0.06
N: 0.8281 0.5667 1.0841  0.05
C: 1.4796 1.4426 1.8471  -0.25
C: 2.1718 0.7627 2.8510  0.05
C: 1.8657 -0.5770 2.6691  -0.19
C: 2.3707 -1.7703 3.4259  -0.36
C: 3.4271 -2.5037 2.5925  -0.04
C: 2.9222 -1.3701 4.7903  -0.06
C: 1.3528 2.9224 1.6564  -0.38
C: 0.3998 3.5032 2.7056  -0.05
C: 2.7174 3.6054 1.7292  -0.06
H: -6.0125 0.4468 -0.8338  0.08
H: -5.8585 -0.7811 0.4245  0.08
H: -4.9782 -0.9606 -1.0979  0.09
H: -3.6335 1.0293 -0.5832  0.08
H: -5.0472 1.1053 2.1244  0.08
H: -5.3357 2.2423 0.8089  0.08
H: -3.7504 2.1828 1.5966  0.08
H: -4.3689 -1.4891 2.3553  0.12
H: -1.1542 -3.6708 2.8135  0.11
H: -2.2133 -1.6649 4.8506  0.09
H: -0.5685 -1.6744 4.2143  0.07
H: -1.1457 -3.0326 5.1938  0.09
H: -3.9533 -3.2573 3.9568  0.08
H: -2.9157 -4.6648 4.1596  0.08
H: -3.5947 -4.2926 2.5706  0.09
H: 0.4108 -2.7794 1.8604  0.11
H: 1.1424 -4.1698 -2.8346  0.12
H: 1.3614 -4.4089 1.0630  0.11
H: -0.8515 -5.6883 -0.6020  0.09
H: -1.1376 -4.5702 0.7303  0.07
H: -0.3811 -6.1410 1.0415  0.09
H: 1.4574 -6.1410 -1.4483  0.08
H: 2.0623 -6.5492 0.1528  0.08
H: 2.8507 -5.2773 -0.7874  0.08
H: 0.6456 -2.4919 -4.4718  0.14
H: 1.4784 0.3470 -3.7848  0.02
H: 1.4356 -0.4021 -5.3955  0.08
H: 2.5229 -1.0187 -4.1566  0.09
H: -1.3493 -0.4748 -3.4074  0.09
H: -1.6070 -2.0834 -4.0518  0.13
H: -1.0679 0.2311 -5.5056  0.05
H: 2.7895 1.1888 3.6225  0.12
H: 1.5366 -2.4566 3.5813  0.11
H: 4.3138 -1.8785 2.4674  0.09
H: 3.0450 -2.7516 1.6003  0.07
H: 3.7303 -3.4291 3.0844  0.09
H: 3.8242 -0.7631 4.6872  0.08
H: 3.1880 -2.2593 5.3620  0.08
H: 2.1917 -0.8011 5.3666  0.08
H: 0.9083 3.0834 0.6731  0.08
H: 0.7623 3.2934 3.7134  0.09
H: -0.5979 3.0734 2.6083  0.08
H: 0.3205 4.5868 2.5951  0.08
H: 3.1312 3.5164 2.7356  0.08
H: 2.6292 4.6699 1.5037  0.08
H: 3.4337 3.1535 1.0414  0.07
N: 0.0832 4.6452 -1.9847  0.20
C: -1.0013 3.9170 -2.7327  -0.55
C: -1.6603 4.8552 -3.7252  -0.07
P: -2.1936 3.0597 -1.5921  0.27
O: -3.0278 4.3017 -1.0198  -0.11
O: -2.9424 2.2132 -2.5455  -0.28
O: -1.3625 2.5172 -0.4637  -0.32
P: -0.2381 2.4313 -3.5512  0.86
O: 1.1185 3.0604 -4.1436  -0.23
O: -1.1958 -0.7202 -5.4746  -0.05
O: 0.0422 1.4159 -2.5010  -0.38
H: -0.3437 5.3302 -1.3564  0.18
H: 0.7287 5.1280 -2.6193  0.11
H: 0.6833 4.0087 -1.4255  0.09
H: -2.0774 5.7187 -3.2045  0.09
H: -2.4781 4.3341 -4.2207  0.10
H: -0.9577 5.2084 -4.4843  0.09
H: -3.9580 4.2726 -1.2794  0.10
H: 1.3228 2.9090 -5.0758  0.09
N: 3.8340 1.8402 -2.1140  0.22
C: 3.4133 3.0797 -1.8369  -0.65
O: 2.2977 3.3066 -1.3809  -0.04
C: 4.3885 4.2020 -2.0855  -0.53
I: 3.7686 5.3541 -3.7713  0.88
H: 3.2094 1.0653 -1.9477  0.12
H: 4.7537 1.6543 -2.4726  0.12
H: 5.4046 3.8741 -2.2790  0.05
H: 4.3643 4.8812 -1.2398  0.06

***

2.
The following is a quantum chemistry calculation of C31H58I2N5O8RbS2Si as an isolated structure in a non-equilibrium geometry, from OMol25.

The HOMO energy comes out at -0.088 Eh. Its total charge is -2. As for the molar mass: 1060.3 g/mol. For the total energy, the calculation gives -3797.44088 Eh. The frontier orbital gap comes out at 6.03 eV. The spin multiplicity is 1. The value obtained for the energy above the lowest of the compared OMol25 structures with the same formula, charge and spin is 0.000 eV.

Last column: Löwdin charge in e.
Cartesian coordinates (Å):
Rb: 1.5862 0.4257 0.6191  0.83
N: 2.5688 -1.3031 -2.5903  0.00
C: 3.8247 -0.7216 -3.0791  -0.22
C: 4.3180 0.5920 -2.4461  -0.62
O: 5.4830 0.9419 -2.7802  -0.11
N: 3.4359 1.2047 -1.6929  0.00
C: 3.8603 2.4826 -1.1054  -0.18
C: 3.4429 2.4961 0.3706  -0.79
O: 4.2632 2.0444 1.2085  -0.12
O: 2.2614 2.8531 0.6507  -0.26
H: 2.6734 -1.4815 -1.5935  0.01
H: 1.8906 -0.5405 -2.6027  0.05
H: 3.7137 -0.5322 -4.1529  0.10
H: 4.6328 -1.4528 -2.9865  0.10
H: 3.3509 3.3160 -1.6045  0.10
H: 4.9415 2.6384 -1.1691  0.10
I: 1.5948 3.5291 5.2415  0.61
C: 2.8846 2.6522 3.7789  -1.16
I: 3.3785 0.6333 4.1611  0.78
H: 3.8064 3.2181 3.7915  -0.04
H: 2.4103 2.7291 2.8045  -0.07
N: -0.2555 0.2755 4.2052  0.02
N: -1.0472 -0.5818 3.4160  -0.10
C: -1.2324 -1.8726 3.6468  -0.94
N: -2.0529 -2.4836 2.7518  0.07
S: -0.5247 -2.7191 4.9349  0.48
H: 0.2653 -0.3243 4.8471  -0.01
H: -0.9009 0.8334 4.7634  0.07
H: -1.5009 -0.1342 2.6114  -0.02
H: -2.3337 -1.9853 1.9114  0.01
H: -1.9944 -3.4851 2.7326  0.07
C: -1.0946 -2.4942 -1.7399  -0.02
C: 0.0189 -2.9906 -0.8607  -0.50
C: 0.4412 -4.4344 -0.9901  -0.02
O: 0.6149 -2.2395 -0.1279  -0.02
H: -1.9207 -3.2064 -1.7618  0.08
H: -0.6990 -2.4258 -2.7586  0.09
H: -1.4424 -1.5159 -1.4112  0.01
H: -0.4011 -5.0924 -1.2050  0.07
H: 0.9598 -4.7485 -0.0877  0.08
H: 1.1406 -4.4910 -1.8282  0.09
C: 8.5122 -4.5235 -1.8121  -0.06
C: 7.5019 -3.5989 -1.1901  -0.27
C: 7.7911 -2.2573 -1.0033  -0.01
C: 6.8602 -1.3794 -0.4543  -0.18
C: 7.2297 0.0808 -0.3280  -0.03
C: 5.6088 -1.8863 -0.0685  -0.09
C: 4.6365 -0.9186 0.4910  -0.20
O: 3.5761 -1.2361 1.0010  -0.15
C: 5.2991 -3.2424 -0.2349  -0.19
C: 3.9712 -3.8197 0.1704  -0.03
C: 6.2540 -4.0745 -0.7993  -0.02
H: 9.4142 -3.9823 -2.0967  0.07
H: 8.1108 -4.9999 -2.7088  0.08
H: 8.8023 -5.3214 -1.1243  0.07
H: 8.7544 -1.8667 -1.3129  0.11
H: 8.2924 0.1980 -0.5454  0.07
H: 7.0400 0.4760 0.6696  0.09
H: 6.6635 0.6780 -1.0512  0.07
H: 4.9032 0.1417 0.4429  0.09
H: 3.1359 -3.2708 -0.2603  0.05
H: 3.8211 -3.7691 1.2493  0.10
H: 3.9153 -4.8602 -0.1553  0.07
H: 6.0090 -5.1217 -0.9452  0.11
C: -2.5348 3.5978 1.7931  -0.04
C: -4.0564 3.5267 1.8232  -0.66
C: -4.5628 3.6195 3.2573  -0.04
C: -4.6686 4.6306 0.9721  -0.03
O: -4.5119 2.2680 1.3375  -0.16
Si: -3.9605 1.3225 0.0926  -0.16
S: -2.3281 0.1859 0.5661  0.40
O: -3.7075 2.3951 -1.1440  -0.16
C: -3.5889 2.2172 -2.5484  -0.66
C: -4.9894 2.2633 -3.1474  -0.03
C: -2.7512 3.3884 -3.0438  -0.03
C: -2.9044 0.8990 -2.8829  -0.05
O: -5.3047 0.4799 -0.3995  -0.16
C: -6.2332 -0.3139 0.3199  -0.66
C: -7.5191 0.4981 0.4313  -0.03
C: -6.4582 -1.5688 -0.5144  -0.03
C: -5.7229 -0.6836 1.7063  -0.05
H: -2.1926 4.5319 2.2451  0.09
H: -2.1550 3.5523 0.7713  0.08
H: -2.1019 2.7635 2.3424  0.07
H: -4.2971 4.5798 3.7042  0.08
H: -4.1249 2.8230 3.8588  0.08
H: -5.6489 3.5115 3.2764  0.08
H: -4.3552 5.6105 1.3416  0.08
H: -5.7582 4.5727 1.0144  0.08
H: -4.3549 4.5260 -0.0647  0.07
H: -5.4561 3.2252 -2.9292  0.08
H: -5.6077 1.4749 -2.7193  0.07
H: -4.9449 2.1353 -4.2325  0.08
H: -3.2331 4.3279 -2.7690  0.08
H: -2.6369 3.3587 -4.1299  0.08
H: -1.7622 3.3630 -2.5881  0.09
H: -3.4988 0.0509 -2.5385  0.08
H: -1.9308 0.8402 -2.3982  0.07
H: -2.7737 0.8177 -3.9648  0.09
H: -7.8747 0.7659 -0.5647  0.08
H: -7.3271 1.4165 0.9863  0.08
H: -8.3006 -0.0684 0.9448  0.08
H: -6.7989 -1.2902 -1.5128  0.08
H: -7.2047 -2.2231 -0.0586  0.08
H: -5.5215 -2.1189 -0.6098  0.08
H: -5.5267 0.2090 2.3005  0.08
H: -4.7968 -1.2527 1.6477  0.06
H: -6.4783 -1.2835 2.2211  0.09

***

3.
The following is a quantum chemistry calculation of a 5-piece molecular cluster, C31H58N2O8S overall in a non-equilibrium geometry, from OMol25.

The HOMO energy comes out at -0.427 Eh. Its total charge is +2. As for the molar mass: 618.9 g/mol. For the total energy, the calculation gives -2324.86512 Eh. The frontier orbital gap comes out at 3.28 eV. The spin multiplicity is 1.

Last column: Löwdin charge in e.
Cartesian coordinates (Å):
C: -4.4658 -5.3485 3.7688  0.03
C: -4.5353 -5.7561 2.2479  -0.48
O: -4.8285 -4.9169 1.4304  0.09
O: -4.1959 -7.0719 1.9737  -0.03
C: -4.5751 -7.4784 0.6481  -0.11
C: -3.3143 -7.4152 -0.3092  -0.05
N: -2.4456 -6.2182 -0.0263  -0.04
C: -2.6956 -5.0454 -0.7581  0.06
C: -1.9306 -3.8371 -0.5407  0.07
C: -0.8425 -3.8549 0.4558  -0.08
C: 0.0797 -2.6556 0.7573  -0.07
C: -0.2685 -1.3307 0.1977  0.07
C: 0.6269 -0.2225 0.4828  0.05
N: 1.7662 -0.3753 1.2521  -0.10
C: 2.6705 0.7774 1.5703  -0.14
S: 2.0504 1.5069 3.1666  0.73
O: 1.2562 2.7104 2.9289  -0.33
O: 3.1642 1.7003 4.0829  -0.31
C: 2.1278 -1.6024 1.7983  0.04
C: 1.3056 -2.7909 1.5793  0.07
C: -0.5964 -5.1045 1.2193  0.07
C: -1.4324 -6.2556 0.9114  0.04
H: -4.9996 -4.3907 3.9735  0.10
H: -3.3796 -5.2072 4.0393  0.09
H: -4.9068 -6.1352 4.4383  0.10
H: -5.4812 -6.9712 0.2377  0.15
H: -4.8406 -8.5736 0.7243  0.15
H: -3.5913 -7.3568 -1.4012  0.14
H: -2.6831 -8.3460 -0.2218  0.15
H: -3.5070 -5.0613 -1.5329  0.17
H: -2.1114 -2.9060 -1.1170  0.12
H: -1.1970 -1.1979 -0.4018  0.13
H: 0.3671 0.7751 0.0556  0.17
H: 3.6906 0.3181 1.7237  0.13
H: 2.6796 1.5283 0.7413  0.14
H: 1.1980 0.5588 3.7125  0.10
H: 3.0442 -1.6795 2.4408  0.17
H: 1.6223 -3.7461 2.0544  0.12
H: 0.1948 -5.1566 1.9938  0.11
H: -1.2746 -7.2343 1.4316  0.17
C: 7.7772 0.5539 -0.5591  -0.07
C: 6.9084 -0.6528 -0.2539  -0.27
O: 5.5156 -0.3506 -0.2028  -0.20
C: 4.9328 0.1422 -1.4030  -0.29
C: 5.0064 -0.8398 -2.5586  -0.07
H: 7.5463 1.3775 0.1197  0.09
H: 8.8325 0.2974 -0.4578  0.09
H: 7.6183 0.9148 -1.5774  0.07
H: 7.1733 -1.0346 0.7339  0.12
H: 7.0969 -1.4649 -0.9623  0.11
H: 5.3755 1.1051 -1.6752  0.12
H: 3.8796 0.3380 -1.1740  0.09
H: 6.0347 -0.9886 -2.8913  0.08
H: 4.4311 -0.4706 -3.4094  0.08
H: 4.6138 -1.8154 -2.2618  0.08
C: -6.2773 -8.6205 -5.1446  -0.07
C: -6.3611 -7.1630 -4.7266  -0.28
O: -5.1109 -6.6177 -4.3177  -0.20
C: -4.0905 -6.5889 -5.3061  -0.29
C: -4.4430 -5.7377 -6.5131  -0.07
H: -5.7868 -9.2165 -4.3715  0.08
H: -7.2757 -9.0232 -5.3213  0.08
H: -5.7020 -8.7409 -6.0645  0.07
H: -7.0246 -7.0839 -3.8629  0.12
H: -6.8046 -6.5505 -5.5169  0.11
H: -3.8196 -7.6061 -5.6067  0.11
H: -3.2069 -6.1652 -4.8204  0.10
H: -5.2572 -6.1797 -7.0900  0.07
H: -3.5807 -5.6401 -7.1749  0.08
H: -4.7653 -4.7418 -6.2019  0.08
C: 1.2475 5.8704 2.9228  -0.09
C: 0.6610 7.1554 3.4833  -0.26
O: -0.3040 7.7550 2.6326  -0.18
C: -1.4668 6.9901 2.3625  -0.28
C: -2.2838 6.6728 3.6033  -0.08
H: 1.6155 6.0263 1.9064  0.07
H: 2.0718 5.5230 3.5485  0.08
H: 0.5019 5.0749 2.8820  0.04
H: 1.4637 7.8871 3.5960  0.12
H: 0.2433 6.9951 4.4826  0.11
H: -1.2048 6.0754 1.8181  0.11
H: -2.0761 7.5911 1.6841  0.12
H: -1.7526 5.9877 4.2682  0.06
H: -3.2296 6.2028 3.3266  0.08
H: -2.4929 7.5823 4.1696  0.09
C: 4.0223 11.3207 0.3852  -0.08
C: 3.6071 10.3447 -0.7021  -0.28
O: 3.3183 9.0435 -0.2138  -0.16
C: 2.2420 8.9432 0.7061  -0.28
C: 0.9068 9.3732 0.1271  -0.07
H: 4.8318 10.9043 0.9885  0.08
H: 4.3571 12.2615 -0.0554  0.08
H: 3.1933 11.5450 1.0597  0.07
H: 4.4352 10.2289 -1.4045  0.12
H: 2.7615 10.7332 -1.2790  0.11
H: 2.4703 9.4981 1.6228  0.11
H: 2.1803 7.8909 0.9883  0.09
H: 0.8863 10.4463 -0.0764  0.07
H: 0.1011 9.1508 0.8259  0.06
H: 0.7109 8.8573 -0.8162  0.08